Entry 1:
Density functional theory data (ωB97M-V with the def2-TZVPD basis set) for a structure of composition C21H45Cl13GaN2S2.

Each line ends with the Löwdin charge.
Atoms and positions in Å:
1 Ga 1.401 -3.407 2.129  0.33
2 Cl 1.540 2.370 -7.555  0.51
3 Cl 7.307 1.915 -3.392  0.48
4 Cl 3.742 3.883 -3.117  0.52
5 Cl -0.314 2.615 5.716  0.48
6 Cl 1.767 1.213 7.243  0.50
7 Cl 8.610 3.333 -1.176  0.49
8 Cl 1.126 -3.564 -3.901  0.54
9 Cl 4.061 -3.579 -3.712  0.52
10 Cl -0.836 1.602 -6.006  0.50
11 Cl -2.702 -3.716 -3.403  0.51
12 Cl 3.273 0.161 -0.130  0.50
13 Cl 1.020 2.750 -3.129  0.53
14 Cl -1.555 -1.027 -3.613  0.52
15 S -1.258 1.481 2.677  0.72
16 S -0.693 1.690 -0.240  0.86
17 N 2.387 -4.707 1.050  -0.13
18 N -2.576 0.151 0.734  -0.18
19 C -0.010 2.892 -6.871  -1.03
20 C -4.725 1.347 3.486  -0.28
21 C -4.499 1.127 2.005  -0.21
22 C -2.080 -1.046 -0.027  -0.19
23 C -3.659 -0.113 1.673  -0.21
24 C -1.554 -2.651 1.965  -0.29
25 C 0.675 4.073 0.415  -0.31
26 C 2.625 2.732 -3.875  -0.99
27 C 2.650 -3.865 -4.738  -1.02
28 C 1.655 -1.880 -0.899  -0.17
29 C -2.304 -2.380 0.651  -0.20
30 C 1.586 3.350 1.397  -0.13
31 C -2.695 -2.189 -4.293  -1.01
32 C -0.578 -3.828 1.880  -0.28
33 C -5.553 0.231 4.130  -0.11
34 C -0.696 3.447 0.187  -0.50
35 C 7.090 2.678 -1.811  -1.03
36 C 2.549 -1.478 0.269  -0.80
37 C 1.823 -1.470 1.565  -0.31
38 C -1.604 1.031 1.153  -1.05
39 C 0.093 1.186 6.673  -1.02
40 H -0.738 -4.399 0.968  0.03
41 H -3.301 -0.569 2.596  0.10
42 H 3.037 1.733 -3.793  0.04
43 H 0.896 -0.911 1.415  0.03
44 H 2.095 -2.645 -1.525  0.00
45 H -3.773 1.411 4.003  0.06
46 H 1.807 -3.642 3.681  -0.08
47 H -1.319 3.591 1.061  0.04
48 H -6.130 0.611 4.967  0.06
49 H 2.626 3.480 1.117  0.06
50 H 6.715 1.935 -1.123  0.03
51 H 1.183 4.215 -0.534  0.06
52 H 1.465 3.726 2.407  0.06
53 H 0.178 3.700 -6.173  0.01
54 H 6.385 3.491 -1.922  -0.02
55 H -5.224 2.300 3.638  0.10
56 H 0.721 -2.282 -0.518  0.06
57 H 2.522 3.027 -4.911  -0.02
58 H -3.368 -2.559 0.768  0.09
59 H -0.640 3.222 -7.687  0.02
60 H -0.785 -4.507 2.704  0.02
61 H -6.235 -0.221 3.416  0.07
62 H 3.397 -2.149 0.332  0.07
63 H 1.434 -1.022 -1.523  0.05
64 H -4.304 -0.838 1.194  0.11
65 H -0.557 1.158 7.538  0.02
66 H 3.208 -5.053 1.529  -0.06
67 H -2.575 -1.049 -0.996  0.08
68 H -2.406 -2.391 -5.317  0.02
69 H -2.309 -2.881 2.718  0.09
70 H -5.483 1.005 1.554  0.10
71 H -3.689 -1.761 -4.246  0.02
72 H -1.972 -3.121 -0.073  0.09
73 H -1.080 -1.731 2.305  0.07
74 H 2.708 -4.315 0.172  -0.07
75 H 2.666 -4.899 -5.058  0.02
76 H -1.024 -0.907 -0.228  0.07
77 H 2.711 -3.195 -5.587  0.02
78 H -4.063 2.005 1.538  0.10
79 H -1.185 3.931 -0.652  0.06
80 H 0.480 5.072 0.803  0.10
81 H 2.392 -0.972 2.344  0.04
82 H -4.908 -0.547 4.525  0.07
83 H -0.042 0.311 6.048  0.03
84 H 1.397 2.284 1.415  0.02

Its lowest unoccupied orbital energy is 1.79 eV. Its energy above the lowest of the compared OMol25 structures with the same formula, charge and spin is 0.00 kcal/mol. The calculation puts the orbital gap at 6.2 eV. The value obtained for the total energy is -9640.3160 a.u. As for the charge: -1. The highest occupied orbital energy comes out at -4.4 eV.

---

Entry 2:
Density functional theory data (ωB97M-V with the def2-TZVPD basis set) for a structure of composition C4H9I2N.

Each line ends with the Löwdin charge.
Atoms and positions in Å:
1 I 0.675 2.166 -1.123  0.63
2 I -2.257 1.140 1.235  0.91
3 N -1.059 -0.125 0.137  -0.64
4 C 0.250 0.265 0.102  -0.94
5 C 1.092 -0.798 -0.455  -0.17
6 C 0.959 0.643 1.665  -0.11
7 C -1.677 -0.500 -1.119  -0.19
8 H -0.973 -1.239 -1.446  0.06
9 H 0.559 -0.125 2.258  0.03
10 H 2.118 -0.780 -0.287  0.06
11 H 0.617 1.677 2.039  0.04
12 H 2.036 0.620 1.402  0.06
13 H -2.676 -0.879 -0.966  0.07
14 H -1.525 0.404 -1.786  0.06
15 H 0.746 -1.674 -0.109  0.06
16 H 1.114 -0.794 -1.546  0.08

Its lowest unoccupied orbital energy is -0.29 eV. Its energy above the lowest of the compared OMol25 structures with the same formula, charge and spin is 9.18 kcal/mol. The calculation puts the orbital gap at 8.5 eV. The value obtained for the total energy is -807.8781 a.u. The highest occupied orbital energy comes out at -8.8 eV.

---

Entry 3:
Density functional theory data (ωB97M-V with the def2-TZVPD basis set) for the molecule C4H7NO.

Each line ends with the Löwdin charge.
Atoms and positions in Å:
1 O 0.356 1.888 -0.846  -0.02
2 N -0.911 0.349 -1.147  0.20
3 C -0.348 -0.559 -0.202  -0.48
4 C 1.308 1.148 -0.378  -0.28
5 C 1.120 -0.185 -0.236  -0.07
6 C -1.055 -0.469 1.152  -0.06
7 H -0.374 -1.598 -0.583  0.16
8 H -2.098 -0.799 1.071  0.08
9 H -1.051 0.573 1.487  0.08
10 H 1.905 -0.916 -0.187  0.09
11 H -0.525 0.049 -2.055  0.10
12 H -0.554 -1.085 1.907  0.08
13 H 2.227 1.602 0.017  0.13

Its lowest unoccupied orbital energy (spin up / spin down) is -0.91 / -0.91 eV. Its energy above the lowest of the compared OMol25 structures with the same formula, charge and spin is 107.11 kcal/mol. The calculation puts the orbital gap (spin up / spin down) at 7.5 / 7.5 eV. The value obtained for the total energy is -286.4610 a.u. The highest occupied orbital energy (spin up / spin down) comes out at -8.4 / -8.4 eV.

---

Entry 4:
Density functional theory data (ωB97M-V with the def2-TZVPD basis set) for a structure of composition C28H36As2HoSi.

Each line ends with the Mulliken spin population.
Atoms and positions in Å:
1 Ho 0.000 0.000 0.000  4.06
2 As -2.140 2.037 0.250  -0.01
3 As 1.075 2.750 0.360  -0.01
4 Si 4.371 0.934 -4.681  0.00
5 C 6.086 -2.089 -2.402  0.00
6 C -1.551 3.555 4.272  0.00
7 C -1.177 -1.954 -0.266  -0.01
8 C -2.173 3.109 3.106  0.00
9 C 6.592 -2.958 -3.358  0.00
10 C 6.426 -2.673 -4.707  0.00
11 C -3.600 1.260 1.364  0.00
12 C -0.024 3.054 1.972  0.00
13 C 2.180 4.380 0.614  0.00
14 C 1.595 0.214 -1.431  -0.02
15 C 1.574 -0.809 -7.206  0.00
16 C 5.247 -0.631 -4.148  0.00
17 C 3.226 0.594 -6.122  0.00
18 C 2.257 1.245 -8.246  0.00
19 C -2.758 1.540 -1.559  0.00
20 C 0.186 -2.284 -0.113  0.00
21 C -1.616 -1.338 0.934  -0.01
22 C 5.760 -1.521 -5.096  0.00
23 C 0.588 3.486 3.164  0.00
24 C 3.121 1.489 -7.188  0.00
25 C 0.507 3.513 -1.384  0.00
26 C 0.599 -1.871 1.172  -0.01
27 C 5.419 -0.937 -2.796  0.00
28 C 2.438 -0.561 -6.151  0.00
29 C -0.173 3.729 4.305  0.00
30 C -0.519 -1.284 1.819  0.00
31 C 1.480 0.096 -8.255  0.00
32 C -1.418 2.830 1.937  0.00
33 H 2.192 1.950 -9.064  0.00
34 H -4.372 2.034 1.548  0.00
35 H -4.130 0.478 0.785  0.00
36 H -3.638 2.162 -1.823  0.00
37 H 6.816 -3.351 -5.456  0.00
38 H 7.110 -3.858 -3.054  0.00
39 H -3.241 0.827 2.322  0.00
40 H 3.629 1.461 -3.503  0.00
41 H 0.815 -2.732 -0.864  0.00
42 H -3.059 0.473 -1.553  0.00
43 H 0.308 4.059 5.218  0.00
44 H 3.727 2.388 -7.198  0.00
45 H 0.807 -0.098 -9.080  0.00
46 H 1.532 5.277 0.693  0.00
47 H 0.973 -1.709 -7.212  0.00
48 H 1.305 3.378 -2.140  0.00
49 H 1.328 -0.313 -2.354  0.00
50 H 6.208 -2.310 -1.350  0.00
51 H 5.628 -1.318 -6.152  0.00
52 H 1.653 3.629 3.229  0.00
53 H 5.334 1.985 -5.107  0.00
54 H 2.509 -1.282 -5.345  0.00
55 H -2.140 3.749 5.160  0.00
56 H 2.867 4.496 -0.248  0.00
57 H 2.494 -0.277 -1.042  0.00
58 H -0.531 -0.874 2.816  0.00
59 H -1.777 -2.135 -1.142  0.00
60 H 5.023 -0.272 -2.039  0.00
61 H -3.240 2.981 3.157  0.00
62 H -1.972 1.669 -2.324  0.00
63 H 1.590 -1.974 1.582  0.00
64 H 0.301 4.599 -1.281  0.00
65 H 2.810 4.302 1.521  0.00
66 H 1.904 1.220 -1.738  0.00
67 H -2.611 -0.976 1.134  0.00
68 H -0.406 3.036 -1.751  0.00

Its lowest unoccupied orbital energy (spin up / spin down) is -4.40 / -4.41 eV. Its energy above the lowest of the compared OMol25 structures with the same formula, charge and spin is 66.42 kcal/mol. The calculation puts the orbital gap (spin up / spin down) at 6.4 / 6.4 eV. The value obtained for the total energy is -6797.2074 a.u. As for the spin multiplicity: 5. The expectation value of S² is 6.005. As for the charge: +1. The highest occupied orbital energy (spin up / spin down) comes out at -10.8 / -10.8 eV.

---

Entry 5:
Density functional theory data (ωB97M-V with the def2-TZVPD basis set) for the molecule C3H5NO2.

Each line ends with the Löwdin charge.
Atoms and positions in Å:
1 O 0.306 1.186 0.146  -0.07
2 O 0.590 -2.254 1.101  0.06
3 N -0.906 -0.092 -1.316  0.13
4 C 0.801 -1.212 0.532  -0.26
5 C -0.474 1.032 -0.936  -0.31
6 C 0.268 0.103 1.070  -0.15
7 H -0.685 1.997 -1.400  0.13
8 H 1.436 -1.145 -0.371  0.13
9 H -0.758 -0.049 1.420  0.14
10 H 0.891 0.419 1.912  0.14
11 H -1.469 0.015 -2.156  0.06

As for the SMILES: [H]/N=C/OCC=O. Its lowest unoccupied orbital energy is 0.83 eV. Its energy above the lowest of the compared OMol25 structures with the same formula, charge and spin is 37.28 kcal/mol. The calculation puts the orbital gap at 10.6 eV. The value obtained for the total energy is -322.5149 a.u. The highest occupied orbital energy comes out at -9.8 eV.

---

Entry 6:
Density functional theory data (ωB97M-V with the def2-TZVPD basis set) for a structure of composition C26H20AgN4O2S.

Each line ends with the Löwdin charge.
Atoms and positions in Å:
1 Ag -0.311 -0.260 0.297  0.54
2 S -0.391 0.642 2.601  0.47
3 O -0.559 -1.826 -1.293  -0.15
4 O 2.848 -7.992 1.020  -0.10
5 N 4.076 -3.794 -3.545  0.05
6 N 1.760 -0.361 -1.073  0.06
7 N -1.156 2.001 -0.061  0.08
8 N 4.402 -4.990 -3.387  0.05
9 C 2.924 -1.989 -2.419  -0.11
10 C 3.091 -7.841 -1.424  -0.03
11 C 1.758 -1.512 -1.763  -0.15
12 C -2.553 4.368 -0.329  -0.02
13 C -1.426 2.479 -1.259  -0.33
14 C 0.507 -2.257 -1.816  -0.40
15 C -0.933 1.684 -2.425  -0.04
16 C 3.678 -6.035 0.045  0.00
17 C 4.081 -1.193 -2.350  -0.02
18 C 2.297 -9.277 0.926  -0.11
19 C 4.044 -0.005 -1.665  -0.07
20 C 1.725 -4.008 -3.000  -0.04
21 C -1.209 2.130 2.341  -0.70
22 C 3.901 -5.758 -2.344  -0.32
23 C -1.538 2.653 1.049  -0.24
24 C -2.646 4.560 2.127  -0.08
25 C 2.857 0.360 -1.024  -0.15
26 C 4.016 -5.259 -1.036  -0.02
27 C 2.925 -3.289 -2.992  -0.29
28 C -1.575 2.876 3.458  -0.16
29 C 3.185 -7.328 -0.137  -0.28
30 C 3.469 -7.070 -2.511  -0.04
31 C -2.262 3.880 0.961  -0.18
32 C -2.285 4.061 3.356  -0.11
33 C 0.556 -3.490 -2.507  -0.02
34 C -2.132 3.678 -1.434  -0.03
35 H -2.561 4.589 4.260  0.09
36 H 0.156 1.656 -2.414  0.07
37 H 1.335 -9.272 0.398  0.09
38 H -1.278 0.655 -2.334  0.07
39 H -3.214 5.475 2.038  0.09
40 H -2.330 4.046 -2.431  0.10
41 H 2.980 -9.977 0.429  0.09
42 H 2.136 -9.600 1.956  0.09
43 H 2.799 1.276 -0.453  0.10
44 H 1.709 -4.970 -3.496  0.11
45 H 3.765 -5.652 1.049  0.12
46 H -1.300 2.493 4.430  0.08
47 H -1.274 2.104 -3.369  0.07
48 H 4.393 -4.257 -0.888  0.12
49 H 4.979 -1.540 -2.840  0.10
50 H 3.388 -7.476 -3.510  0.11
51 H -3.106 5.292 -0.426  0.11
52 H -0.369 -4.039 -2.613  0.10
53 H 2.711 -8.838 -1.600  0.10
54 H 4.912 0.635 -1.599  0.09

Its lowest unoccupied orbital energy is 2.53 eV. Its energy above the lowest of the compared OMol25 structures with the same formula, charge and spin is 7.90 kcal/mol. The calculation puts the orbital gap at 6.5 eV. The value obtained for the total energy is -1917.5056 a.u. As for the charge: -1. The highest occupied orbital energy comes out at -4.0 eV.

---

Among the records above, which one has the lowest energy above the lowest of the compared OMol25 structures with the same formula, charge and spin? C21H45Cl13GaN2S2

---

Among the records above, which one has the highest energy above the lowest of the compared OMol25 structures with the same formula, charge and spin? C4H7NO